{
  "formula": "C7H3Cl2NO4",
  "method": "ωB97M-V/def2-TZVPD",
  "elements": ["C", "C", "C", "C", "C", "C", "C", "N", "O", "O", "O", "O", "Cl", "Cl", "H", "H", "H"],
  "positions_angstrom": [[0.1061, 0.2464, -0.0020], [1.4289, -0.1485, -0.3659], [-0.9068, -0.6083, 0.2822], [1.8424, -1.4114, -0.5107], [3.2388, -2.0192, -0.7998], [-2.4400, -2.8679, 0.7363], [0.2423, -2.5887, -0.0537], [-0.8225, -1.9705, 0.2669], [3.9297, -2.0470, 0.2203], [-2.4454, -2.8693, 1.9102], [3.4681, -2.3077, -1.9688], [-2.9416, -3.1340, -0.2903], [0.4212, -4.2356, -0.0752], [-18.7674, -0.0972, -0.3553], [-0.1011, 1.3068, 0.0468], [2.1490, 0.6466, -0.5444], [-1.8886, -0.2472, 0.5586]],
  "atomic_forces_ev_per_a": [[-0.561, -0.400, 0.109], [0.177, -0.037, -0.164], [0.219, 1.121, -0.045], [-3.497, -2.646, 1.100], [-0.621, 0.409, 0.322], [-0.404, -0.395, 0.129], [3.756, 4.322, -1.063], [0.804, -0.975, -0.282], [0.402, -0.150, 0.552], [0.138, 0.147, 1.209], [0.002, -0.275, -0.774], [-0.385, -0.162, -1.143], [-0.028, -0.995, 0.010], [-0.035, 0.006, -0.001], [-0.081, 0.014, 0.043], [0.078, -0.096, -0.003], [0.036, 0.114, -0.001]],
  "mulliken_charge": [-0.48, -0.13, -0.02, 0.03, 0.38, 0.68, 0.19, -0.23, -0.66, -0.49, -0.66, -0.48, -0.15, -1.00, 0.32, 0.35, 0.35],
  "fmax_ha_per_bohr": 0.113,
  "homo_ev": -2.61,
  "total_charge": -2
}